1.
Computed, not measured: one molecule with the formula C21H27N3O3S in a non-equilibrium geometry, with the ωB97M-V functional and the def2-TZVPD basis.

Properties
Gap between HOMO and LUMO (Ha): 0.276
Energy relative to the best compared isomer or geometry (same formula, charge and spin) (eV): 4.359
DFT total energy (eV): -43661.249
HOMO energy (eV): -7.271

The geometry in ORCA input format:
```
! wB97M-V def2-TZVPD RIJCOSX def2/J DEFGRID3
* xyz 0 1
C 3.3114 -0.4692 -0.4675
N 2.5153 -1.3049 -1.3282
C 3.0172 -2.6175 -1.7007
C 2.0170 -3.0804 -2.7373
N 1.1609 -1.9129 -2.9186
C 0.1311 -1.8786 -3.9212
C 1.4569 -0.9381 -2.0477
C 0.7289 0.3702 -1.9031
H 2.7557 0.4188 -0.1507
H 3.5893 -1.0392 0.4264
H 4.2255 -0.1445 -0.9910
H 4.0380 -2.5363 -2.1019
H 3.0277 -3.2882 -0.8346
H 2.4856 -3.3685 -3.6862
H 1.4381 -3.9292 -2.3539
H 0.1350 -0.9267 -4.4733
H 0.3307 -2.6839 -4.6340
H -0.8709 -2.0296 -3.4962
H 0.6699 0.8316 -2.8905
H 1.3762 0.9962 -1.2802
C -2.2651 6.7652 -0.4197
O -2.4751 5.7882 -1.4650
C -2.1340 4.4779 -1.3179
C -2.2272 3.6634 -2.4731
C -1.7350 2.3685 -2.4631
C -1.2113 1.8164 -1.2830
C -0.6443 0.3741 -1.2879
N -0.6089 -0.1501 0.0677
S -0.9034 -1.6839 0.3722
C -0.6218 -1.7091 2.1428
C 0.6906 -1.7005 2.6266
C 0.9207 -1.9071 3.9843
C -0.1431 -2.1387 4.8670
C 0.1292 -2.3853 6.3217
C -1.4509 -2.1310 4.3654
C -1.6981 -1.9218 3.0125
O -2.2868 -2.0806 0.1789
O 0.1276 -2.6244 -0.0808
C -1.2269 2.5636 -0.1130
C -1.6892 3.8862 -0.1127
H -2.4750 7.7210 -0.9053
H -2.9688 6.6142 0.4089
H -1.2332 6.7617 -0.0444
H -2.6824 4.0921 -3.3625
H -1.7907 1.7593 -3.3686
H -1.3931 -0.1936 -1.8769
H 1.5233 -1.5497 1.9403
H 1.9426 -1.9003 4.3688
H -0.8025 -2.5300 6.8697
H 0.7508 -3.2762 6.4655
H 0.6653 -1.5431 6.7725
H -2.2843 -2.2980 5.0503
H -2.7103 -1.9361 2.6188
H -0.9093 2.0906 0.8154
H -1.7188 4.4482 0.8150
*
```



2.
Computed, not measured: a 9-piece molecular cluster, C33H79B4F16N6O4 overall in a non-equilibrium geometry, with the ωB97M-V functional and the def2-TZVPD basis.

Properties
Gap between HOMO and LUMO (Ha): 0.382
DFT total energy (eV): -98834.115
HOMO energy (eV): -11.795

The geometry in ORCA input format:
```
! wB97M-V def2-TZVPD RIJCOSX def2/J DEFGRID3
* xyz 1 1
C -3.6055 5.0466 1.5052
C -2.3408 4.8112 2.3015
N -1.5108 6.0721 2.6056
C -1.1396 6.8564 1.4113
C -2.3885 7.0273 3.3822
C -2.7793 6.5721 4.7517
C -0.2517 5.7914 3.3458
C 0.4768 4.5151 2.7297
O 1.6903 4.3912 3.3898
C 2.2414 3.0898 3.1944
H -3.8589 4.0251 1.1077
H -3.5665 5.6367 0.5997
H -4.4055 5.3936 2.1825
H -1.6804 4.2283 1.6797
H -2.4463 4.3240 3.2703
H -0.5072 6.2874 0.6882
H -0.7286 7.7637 1.7618
H -2.0694 7.1763 0.9177
H -3.2466 7.1869 2.7530
H -1.9155 7.9789 3.4374
H -1.9019 6.5887 5.4456
H -3.2334 5.5625 4.8283
H -3.5155 7.3067 5.2037
H -0.3900 5.4442 4.3785
H 0.3503 6.6780 3.2692
H 0.6448 4.7692 1.6891
H -0.1131 3.6568 2.8133
H 3.2318 3.1304 2.7027
H 1.5177 2.5709 2.6176
H 2.3021 2.6405 4.1743
C 9.0003 -3.2119 -3.8295
C 8.5681 -1.9915 -3.0746
N 7.1667 -1.9941 -2.5727
C 7.0194 -2.9719 -1.4004
C 6.7792 -0.6276 -1.9067
C 7.7131 -0.0069 -0.9054
C 6.2033 -2.4328 -3.6569
C 6.3644 -1.7668 -5.0007
O 6.0232 -0.4065 -4.9732
C 6.5276 0.3759 -6.0432
H 10.0670 -3.1775 -3.8265
H 8.8006 -3.1520 -4.8746
H 8.5822 -4.1005 -3.3675
H 8.5875 -1.0865 -3.6687
H 9.1858 -1.9108 -2.2287
H 7.4815 -2.6397 -0.4963
H 7.3578 -3.9509 -1.6483
H 5.9797 -3.0768 -1.1845
H 5.7728 -0.7948 -1.5463
H 6.6968 0.0041 -2.7893
H 7.1424 0.7059 -0.4054
H 8.5581 0.4601 -1.4571
H 8.1133 -0.7128 -0.1311
H 5.1931 -2.3300 -3.2548
H 6.3830 -3.4973 -3.8825
H 5.7846 -2.3787 -5.6737
H 7.4207 -1.7742 -5.3962
H 6.4078 1.4124 -5.7843
H 6.0279 0.2179 -6.9601
H 7.5924 0.2252 -5.9527
C -4.9819 -2.2936 2.1334
C -3.6045 -2.6342 1.5825
N -2.9641 -3.4984 2.6840
C -2.5904 -2.6368 3.8753
C -3.9225 -4.5911 3.1686
C -4.6038 -5.3636 2.1042
C -1.6747 -4.2430 2.1493
C -1.0390 -5.3727 2.9203
O -0.7909 -5.0313 4.2903
C 0.4487 -4.7595 4.8807
H -4.8179 -1.7482 3.0497
H -5.6994 -3.1652 2.1261
H -5.4714 -1.6015 1.4678
H -2.8775 -1.8754 1.4762
H -3.6244 -3.1908 0.6691
H -2.6072 -3.3334 4.7278
H -3.2265 -1.7585 3.9278
H -1.6202 -2.2077 3.6884
H -4.6124 -4.1046 3.8280
H -3.2974 -5.3260 3.6796
H -5.3871 -6.0101 2.5571
H -4.0025 -6.1508 1.5328
H -5.0351 -4.7870 1.3532
H -0.9700 -3.4343 2.1033
H -1.9466 -4.5566 1.1008
H -0.1608 -5.6623 2.4360
H -1.7210 -6.2564 2.8996
H 1.3212 -5.0806 4.2419
H 0.4363 -5.3209 5.8008
H 0.5615 -3.7157 5.0176
C -5.0088 1.2561 -0.8521
C -5.5797 0.8100 -2.2688
N -4.5061 0.9167 -3.2839
C -3.5204 1.9047 -3.4544
C -2.6693 1.4508 -4.4117
N -3.1847 0.2223 -4.8353
C -4.3052 -0.0490 -4.1788
C -2.7566 -0.7907 -5.8551
H -4.6653 2.2690 -1.0055
H -4.1746 0.6306 -0.4676
H -5.7903 1.3083 -0.1105
H -6.3889 1.5074 -2.5318
H -5.9552 -0.1939 -2.3867
H -3.5308 2.7434 -2.8704
H -1.7792 1.8865 -4.8341
H -4.8292 -1.0034 -4.2011
H -3.3689 -1.6687 -5.5990
H -1.6708 -0.9594 -5.9429
H -3.0612 -0.4965 -6.8494
C 1.1414 -0.3447 1.3688
C 0.2130 -0.8813 0.3517
O -0.6069 -1.7114 0.5342
N 0.1611 -0.1817 -0.9576
H -0.2640 0.8139 -0.8047
H 1.1207 -0.0403 -1.3383
C -0.6810 -0.8839 -1.9371
H 1.8970 0.3006 0.9465
H 1.7130 -1.2166 1.7652
H 0.5616 0.0206 2.1785
H -0.2498 -1.8551 -2.1416
H -0.6897 -0.2727 -2.8680
H -1.7117 -0.9950 -1.5115
B -4.3364 1.3478 3.2339
F -4.1580 0.2917 4.2043
F -3.0614 1.4371 2.5256
F -5.3819 0.9156 2.2996
F -4.6812 2.5897 3.8248
B -4.1472 -2.6709 -2.1849
F -3.7851 -1.6051 -1.3306
F -5.5325 -2.6341 -2.3968
F -3.4268 -2.4155 -3.4100
F -3.7317 -3.9433 -1.6756
B -0.5675 3.1891 -0.6643
F -1.6264 4.0952 -0.6629
F -0.5946 2.2199 0.3721
F -0.7675 2.3346 -1.8298
F 0.6701 3.9017 -0.7787
B 3.2328 -1.9122 -0.9303
F 3.8712 -2.0675 0.3726
F 3.9053 -2.8846 -1.7714
F 1.9078 -2.2205 -1.0589
F 3.4725 -0.6860 -1.5036
*
```



3.
Computed, not measured: a 2-piece molecular cluster, C16H19ClF4N3 overall in a non-equilibrium geometry, with the ωB97M-V functional and the def2-TZVPD basis.

Properties
Gap between HOMO and LUMO (Ha): 0.345
DFT total energy (eV): -44755.712
HOMO energy (eV): -11.966

The geometry in ORCA input format:
```
! wB97M-V def2-TZVPD RIJCOSX def2/J DEFGRID3
* xyz 1 1
F 6.1757 3.8243 -2.2757
C 5.7626 2.5334 -2.4101
F 6.4742 1.9758 -3.4454
F 6.1420 1.8664 -1.2721
C 4.2899 2.4240 -2.6787
C 3.9002 1.3700 -3.4989
C 2.5825 1.3176 -3.9224
C 1.6175 2.0999 -3.2799
C 0.1565 1.7778 -3.4678
C -0.7060 2.1770 -2.3395
N -1.4777 2.3903 -1.4873
C 2.0279 3.1901 -2.5097
C 3.3748 3.3524 -2.1824
H 4.6101 0.6157 -3.8359
H 2.2954 0.6142 -4.7059
H -0.2380 2.2409 -4.3876
H 1.2894 3.9086 -2.1476
H 3.6921 4.1729 -1.5394
Cl -2.1318 -2.5009 5.6013
C -2.7399 -3.1042 4.0288
N -2.3519 -2.2084 2.9006
C -2.9534 -0.8042 3.0599
C -2.5640 0.0444 1.8796
N -1.7775 -0.7378 0.8933
F 0.0062 0.4121 -3.6440
C -2.5357 -1.9227 0.4326
C -2.8988 -2.8101 1.6059
C -0.5224 -1.2181 1.5426
C -0.8235 -2.0895 2.7294
H -2.3042 -4.0931 3.8495
H -3.8348 -3.1377 4.0726
H -4.0405 -0.9369 3.1252
H -2.5720 -0.4029 4.0024
H -3.4506 0.4296 1.3609
H -1.9267 0.8794 2.2012
H -3.4292 -1.5637 -0.0909
H -1.8799 -2.4656 -0.2619
H -2.4440 -3.8031 1.5070
H -3.9839 -2.9074 1.7300
H 0.0241 -1.7887 0.7805
H 0.0467 -0.3290 1.8403
H -0.4307 -1.6851 3.6634
H -0.4508 -3.1076 2.5761
*
```



4.
Computed, not measured: C5H11O4Pr as an isolated structure in a non-equilibrium geometry, with the ωB97M-V functional and the def2-TZVPD basis.

Properties
Gap between HOMO and LUMO (alpha / beta) (Ha): 0.297 / 0.293
Energy relative to the best compared isomer or geometry (same formula, charge and spin) (eV): 6.229
DFT total energy (eV): -27606.954
HOMO energy (alpha / beta) (eV): -11.983 / -12.750

The geometry in ORCA input format:
```
! wB97M-V def2-TZVPD RIJCOSX def2/J DEFGRID3
* xyz 1 4
O -0.8512 1.1960 -2.0871
Pr -0.2352 1.8847 -0.1477
O 1.4397 1.7193 0.9798
C 2.5198 0.9732 0.5302
C 2.0849 -0.2373 -0.2921
O 1.1751 0.2402 -1.2741
C 0.0404 -0.4529 -1.8655
C -1.4525 -1.2116 0.0456
O -1.6554 0.0500 0.5937
C -2.6239 0.2032 1.6253
H 3.1349 0.5866 1.3672
H 3.1731 1.5964 -0.1167
H 1.5505 -0.9589 0.3468
H 2.9268 -0.7520 -0.7794
H -0.5691 -1.0615 -2.5700
H 0.7631 -1.0488 -2.4581
H -0.5475 -1.6171 0.5077
H -2.3431 -1.8418 -0.0253
H -2.8365 1.2761 1.7096
H -3.5033 -0.3872 1.3421
H -2.1907 -0.1565 2.5679
*
```



5.
Computed, not measured: H3N3O2S as an isolated structure in a non-equilibrium geometry, with the ωB97M-V functional and the def2-TZVPD basis.

Properties
Gap between HOMO and LUMO (Ha): 0.255
Energy relative to the best compared isomer or geometry (same formula, charge and spin) (eV): 4.276
DFT total energy (eV): -19441.860
HOMO energy (eV): -9.295

The geometry in ORCA input format:
```
! wB97M-V def2-TZVPD RIJCOSX def2/J DEFGRID3
* xyz 0 1
N 0.3950 -0.2815 -0.7313
N -0.4723 0.6873 -0.7411
N -0.5793 1.5969 0.3521
O -0.0469 1.3146 1.3971
O -1.3498 2.4544 0.0519
S 0.1917 -2.4191 0.0713
H 1.0440 -0.1118 -0.0166
H 0.6812 -0.4907 -1.7130
H 0.1363 -2.7502 1.3298
*
```



6.
Computed, not measured: a 2-piece molecular cluster, CH3O2 overall in a non-equilibrium geometry, with the ωB97M-V functional and the def2-TZVPD basis.

Properties
Gap between HOMO and LUMO (Ha): 0.257
Energy relative to the best compared isomer or geometry (same formula, charge and spin) (eV): 1.355
DFT total energy (eV): -5178.969
HOMO energy (eV): -2.628

The geometry in ORCA input format:
```
! wB97M-V def2-TZVPD RIJCOSX def2/J DEFGRID3
* xyz -1 1
O 0.2846 -0.5858 2.2096
H -0.1831 -1.4432 2.2402
O 0.0932 0.6297 -1.8427
C -0.2573 0.1970 -0.7515
H -1.3623 -0.1269 -0.8886
H 0.0667 0.0374 0.2222
*
```



> Number 2 is which compound?

C33H79B4F16N6O4